(1)
This record from OMol25 describes an isolated molecule of C10H10OP2. The level of theory is ωB97M-V with the def2-TZVPD basis set.

Computed properties:
E   -1144.9305 hartree
E_HOMO (alpha / beta)   -7.75 / -7.75 eV

```
! wB97M-V def2-TZVPD RIJCOSX def2/J DEFGRID3
* xyz 0 1
C 1.815 0.649 2.580
C 0.448 0.364 2.697
C 2.335 0.864 1.260
C -0.361 0.478 1.632
C 1.490 0.944 0.188
C 0.129 0.725 0.371
C -0.892 -1.024 -2.702
C -1.715 -1.654 -1.761
C -0.413 0.289 -2.454
C -2.109 -0.781 -0.607
O 0.832 2.617 -2.680
P 0.402 1.313 -3.606
P -1.186 0.882 -0.925
H 2.405 0.642 3.428
H -0.044 0.143 3.685
H 3.322 0.744 1.137
H -1.367 0.331 1.710
H 1.810 0.874 -0.827
H -0.554 -1.347 -3.633
H -2.149 -2.635 -1.784
H -3.134 -0.754 -0.542
H -1.788 -1.295 0.326
H 0.533 2.526 -1.801
*
```

=====

(2)
This record from OMol25 describes a 2-piece molecular cluster, C4H12NO overall. The level of theory is ωB97M-V with the def2-TZVPD basis set.

Computed properties:
E   -289.1877 hartree
E_HOMO   -13.25 eV

```
! wB97M-V def2-TZVPD RIJCOSX def2/J DEFGRID3
* xyz 1 1
O 3.130 -0.405 -0.017
C 1.778 -0.842 0.017
C 0.831 0.245 -0.458
N -2.310 -0.229 -0.529
C -2.742 -0.876 0.702
C 1.131 1.588 0.041
H 3.372 -0.308 -0.951
H 1.657 -1.067 1.077
H 1.670 -1.742 -0.588
H 0.608 0.230 -1.535
H -2.885 0.574 -0.758
H -1.323 -0.065 -0.623
H -2.344 -1.885 0.762
H -3.824 -0.908 0.655
H -2.459 -0.317 1.599
H 1.548 1.590 1.054
H 1.864 2.120 -0.575
H 0.296 2.296 0.127
*
```

=====

(3)
This record from OMol25 describes an isolated ion of composition C9H6BBrF6O6P and charge -1. The level of theory is ωB97M-V with the def2-TZVPD basis set.

Computed properties:
E   -4337.3115 hartree
E_HOMO   -5.20 eV

```
! wB97M-V def2-TZVPD RIJCOSX def2/J DEFGRID3
* xyz -1 1
C -3.409 4.035 -0.706
C -2.824 2.847 -0.765
C -1.966 1.465 -0.747
O -2.519 0.324 -0.037
B -1.811 -0.831 -0.669
C -0.824 -1.751 0.323
O -1.418 -2.742 0.905
C 0.738 -1.379 0.526
F 1.309 -1.299 -0.821
F 0.849 -0.014 1.049
C 1.602 -2.450 1.371
F 1.951 -3.572 0.502
F 0.970 -2.888 2.596
C 3.054 -1.832 1.841
F 3.603 -0.904 0.894
F 3.945 -2.987 1.918
C 2.914 -1.241 3.338
O 3.739 -1.702 4.216
O 1.954 -0.276 3.763
O -1.295 -0.437 -1.989
C -1.186 1.017 -2.115
P -1.649 1.835 -3.765
O -1.399 3.562 -3.667
Br -0.070 1.155 -5.303
H -3.842 5.081 -0.463
H -1.086 1.766 -0.037
H -2.736 -1.563 -0.906
H 2.047 -0.258 4.761
H -0.068 1.231 -1.842
H -0.572 3.807 -4.170
*
```

=====

(4)
This record from OMol25 describes a 14-piece molecular cluster, C6H42N2O13 overall. The level of theory is ωB97M-V with the def2-TZVPD basis set.

Computed properties:
E   -1341.4183 hartree
E_HOMO   -9.11 eV

```
! wB97M-V def2-TZVPD RIJCOSX def2/J DEFGRID3
* xyz 0 1
N 1.758 1.426 -1.276
C 1.448 0.021 -1.205
C 0.256 -0.431 -0.355
N -0.616 -1.424 -1.084
C 0.094 -2.673 -1.395
C -3.015 -0.939 -0.948
C -1.902 -1.701 -0.314
C -1.776 -1.310 1.185
H 2.080 1.839 -0.406
H 1.101 2.092 -1.683
H 2.326 -0.536 -0.711
H 1.327 -0.274 -2.262
H -0.457 0.432 -0.195
H 0.553 -0.745 0.679
H 0.846 -2.420 -2.146
H 0.548 -3.241 -0.546
H -0.574 -3.422 -1.927
H -3.626 -1.570 -1.612
H -2.789 -0.050 -1.545
H -3.678 -0.466 -0.178
H -1.969 -2.807 -0.293
H -0.873 -1.716 1.663
H -2.518 -1.808 1.817
H -1.851 -0.241 1.361
H 3.507 -3.309 1.199
H 2.723 -2.082 1.782
O 3.281 -2.394 1.013
H -0.409 0.268 -4.011
H -0.772 -0.352 -2.554
O -1.108 0.153 -3.382
H -2.184 3.130 -3.323
H -1.934 1.599 -3.109
O -2.436 2.396 -2.785
H 4.362 -1.030 1.179
H 4.480 0.341 0.384
O 4.824 -0.168 1.121
H -2.608 -0.688 -3.655
H -3.394 -1.208 -4.976
O -3.270 -1.287 -4.019
H 0.571 1.002 3.714
H 0.988 1.058 2.263
O 1.236 0.610 3.131
H -3.300 -3.423 -4.261
H -3.916 -3.321 -2.829
O -3.536 -3.899 -3.488
H 4.607 1.121 2.507
H 3.156 0.866 2.912
O 3.831 1.561 2.922
H 1.887 -1.579 3.914
H 1.124 -1.320 2.613
O 1.705 -2.023 3.041
H -1.695 2.913 -1.419
H -1.469 3.963 -0.305
O -1.019 3.268 -0.775
H 2.811 2.655 2.401
H 2.382 4.085 2.844
O 2.117 3.395 2.234
H -0.805 2.541 3.440
H -1.338 2.703 4.851
O -0.592 2.400 4.387
H 0.436 2.926 1.941
H -0.563 2.642 0.762
O -0.370 2.452 1.715
*
```

=====

These records have M values of 208.137; 90.146; 445.819; 350.403 g mol⁻¹, in the order they appear.
These records have largest force on an atom values of 0.0812; 0.0861; 0.1308; 0.0477 hartree/bohr, in the order they appear.